Here is C3H3LiO3Tl as an isolated structure at a distorted geometry from OMol25. Energies are from wB97M-V/def2-TZVPD.

Output
Total charge: +2
Energy above the lowest of the compared OMol25 structures with the same formula, charge and spin: 0.0 kJ/mol
Spin multiplicity: 2
Calculated total energy: -521.2615 hartree
E_HOMO (spin up / spin down): -16.31 / -19.59 eV
M: 298.38 g/mol
Maximum force: 2.888 eV/A

Last column: Mulliken charge in e.
Positions of all 11 atoms, in Å:
Tl1 1.37616 -3.03030 1.96615  0.977
C1 -0.01616 0.26961 -1.19159  0.791
H1 -1.36034 -0.36171 1.42804  0.224
O1 -1.01571 0.54718 -0.39911  -0.294
O2 -0.01448 0.35028 -2.39308  -0.675
H2 1.65310 0.12074 1.56679  0.506
O3 1.05616 -0.15612 -0.48820  -0.245
C2 -0.63969 0.32930 0.97008  -0.112
Li1 -1.11921 0.83908 -3.80760  0.953
H3 -0.67432 1.28744 1.51003  0.270
C3 0.75449 -0.19551 0.83849  -0.393

Here is C27H50AsF6N8O4S3SiTl as an isolated structure from OMol25. Energies are from wB97M-V/def2-TZVPD.

Output
Total charge: +2
Calculated total energy: -6288.8798 hartree
E_HOMO (spin up / spin down): -12.82 / -12.85 eV
M: 1068.33 g/mol
Maximum force: 0.554 eV/A

Last column: Mulliken charge in e.
Positions of all 101 atoms, in Å:
H1 1.04677 -3.68340 3.71525  0.441
F1 -5.73830 1.14853 -3.17878  -0.197
H2 -4.81428 -0.82458 3.17420  0.505
C1 -2.74696 -1.33564 3.00743  0.158
C2 1.64754 -4.01983 2.86746  -0.738
H3 5.00240 0.07743 -0.83838  0.481
H4 -2.74850 -1.37312 4.10229  0.632
H5 3.73369 -2.06906 3.22942  0.640
N1 -3.25370 -0.02270 0.25153  0.603
H6 -0.26381 -0.68219 -7.56767  0.470
C3 -0.26003 3.75437 2.49791  0.261
O1 -1.06853 2.09032 -1.37236  -0.654
N2 -2.14244 -2.45729 0.14600  -0.394
C4 1.69275 -1.23006 -6.80908  -0.773
H7 1.61853 -5.60052 1.37394  0.270
F2 -5.45342 0.80310 -5.29265  -0.184
C5 -1.90543 4.16607 -2.70053  0.418
H8 -1.21755 -0.58522 -5.44700  0.114
Si1 4.02269 2.12178 0.18901  -0.086
H9 2.05891 -2.82480 -1.47002  0.173
H10 0.01409 -5.02947 1.83846  0.184
H11 -1.25388 -2.85842 0.42969  -0.181
H12 -3.00378 0.91961 0.54218  0.303
C6 3.13368 -3.29712 0.35974  -0.832
N3 -0.21784 -0.84329 -5.50890  0.458
C7 -4.48754 -2.08651 0.69555  -1.265
F3 -1.76321 4.90214 -1.60491  -0.176
H13 3.91703 -2.55437 0.20150  0.511
H14 4.39965 1.63223 2.59666  0.208
F4 -2.91341 4.62002 -3.41939  -0.166
F5 -4.77833 2.65561 -4.40568  -0.190
H15 1.65579 0.20849 3.12365  0.095
H16 3.38257 -0.25032 -0.22883  -0.507
S1 -2.22908 2.42811 -2.17150  1.038
N4 1.76915 -1.39503 -4.41952  -0.387
H17 -0.34668 5.66899 3.50616  0.515
H18 -5.34574 -2.50538 1.22266  0.521
H19 3.41362 -1.71902 -5.59500  0.461
C8 3.05775 -1.40430 2.68893  -0.608
H20 3.59578 -4.16034 0.84207  0.544
H21 3.97212 3.60582 -1.79000  0.326
H22 -0.71238 -1.33822 2.82688  -0.219
H23 5.87142 1.36964 1.65754  0.433
C9 3.99839 0.49483 -0.73920  -0.253
C10 0.48370 -1.09599 -4.38319  0.063
H24 5.63027 3.21649 -1.31452  0.361
C11 -3.24393 -2.91140 1.02354  0.089
C12 0.26225 5.00935 2.90327  -0.632
H25 2.19274 -1.29349 -7.76260  0.424
H26 3.66552 -0.82032 1.99496  0.223
H27 1.71508 -1.05167 4.36676  0.389
O2 -3.50778 -0.35167 -2.76975  -0.608
C13 1.01868 -5.24422 2.21229  -1.087
C14 4.63970 3.47706 -0.93598  -1.085
O3 -3.50040 2.40121 -1.49111  -0.763
C15 1.54119 5.37477 2.52396  -0.876
N5 -2.21499 1.67557 -3.55692  -0.447
H28 -3.68673 -3.24838 3.07590  0.548
H29 3.28253 4.73329 1.43231  0.348
C16 2.49707 -3.69228 -0.96977  -1.174
H30 4.72279 4.43534 -0.42175  0.347
C17 5.00624 2.02410 1.77749  -0.988
C18 -4.93691 1.35720 -4.21355  0.540
S2 -0.30076 -1.03149 -2.84984  0.205
C19 2.36010 -1.46626 -5.60596  0.003
H31 1.95120 6.33232 2.81557  0.465
H32 3.01956 0.11804 4.23658  0.434
N6 2.33711 2.36531 0.63625  0.202
As1 1.83278 -2.51155 1.61350  -0.077
H33 -1.34864 0.13957 3.02858  0.071
C20 -3.95302 -0.49506 2.59080  -1.472
Tl1 0.42573 0.56312 0.29133  1.394
H34 5.37134 3.00969 2.07138  0.385
N7 -1.48030 -0.73989 2.53381  0.178
C21 1.71609 3.23916 1.38739  0.416
H35 3.59383 0.63286 -1.74563  0.260
C22 -1.65530 3.37903 2.89900  -0.884
C23 -2.88774 -2.77088 2.50409  -1.387
H36 -2.38173 3.91353 2.28296  0.343
C24 2.31841 -0.48302 3.65582  -1.124
H37 -3.78686 0.55717 2.84725  0.378
C25 -4.32487 -0.62914 1.11592  0.192
H38 -2.32181 -2.76031 -0.80671  0.323
H39 3.24084 -4.12222 -1.64220  0.445
O4 -2.86545 -0.05841 -5.12280  -0.935
C26 2.28255 4.49523 1.76581  -0.415
H40 0.93454 -6.06374 2.92593  0.403
H41 -1.97191 -3.32785 2.72606  0.241
H42 -4.70817 -2.14245 -0.37433  0.442
F6 -0.78632 4.20434 -3.40874  -0.202
N8 0.43034 2.91109 1.77121  0.242
H43 2.64636 -4.24702 3.24489  0.545
H44 -3.47187 -3.96668 0.84632  0.367
H45 -3.57669 0.04967 -0.71885  0.101
H46 1.70962 -4.43544 -0.83224  0.289
H47 -5.24686 -0.08139 0.92245  0.393
H48 -1.84446 3.64882 3.93750  0.497
S3 -3.27195 0.55056 -3.87803  0.894
H49 -2.45106 -0.69475 0.26107  -0.105
H50 -1.80877 2.30864 2.77402  -0.215
C27 0.36761 -0.90244 -6.71816  0.082

Here is one molecule with the formula C4H4O at a distorted geometry from OMol25. Energies are from wB97M-V/def2-TZVPD.

Output
Energy above the lowest of the compared OMol25 structures with the same formula, charge and spin: 360.4 kJ/mol
Calculated total energy: -229.8907 hartree
E_HOMO: -9.57 eV
M: 68.08 g/mol
Maximum force: 6.920 eV/A

Last column: Mulliken charge in e.
Positions of all 9 atoms, in Å:
H1 3.41653 0.03160 -0.19752  0.480
C1 -0.22127 -0.01003 0.30011  -0.091
O1 -1.05996 1.06588 -0.03111  -0.369
C2 -1.67345 -0.15908 -0.29173  -0.167
H2 -0.15559 -0.40811 1.29980  0.262
H3 -2.24899 -0.41917 0.57826  0.263
C3 2.43911 0.21557 -0.15181  -0.023
C4 1.21363 0.04598 -0.12278  -0.624
H4 -1.71002 -0.36264 -1.38322  0.270

Here is C45H42NO3P3S5Ti as an isolated structure at a distorted geometry from OMol25. Energies are from wB97M-V/def2-TZVPD.

Output
Total charge: -2
Energy above the lowest of the compared OMol25 structures with the same formula, charge and spin: 159.8 kJ/mol
Calculated total energy: -5885.0913 hartree
E_HOMO: -0.95 eV
M: 945.96 g/mol
Maximum force: 1.612 eV/A

Last column: Mulliken charge in e.
Positions of all 100 atoms, in Å:
H1 -1.02052 -5.53922 1.09109  0.438
H2 -0.74511 -0.74452 -2.66694  -0.097
H3 -3.79859 -0.90055 -3.13421  0.345
C1 -1.30151 -1.67246 -2.57052  -0.293
C2 2.08890 3.56218 1.67391  -0.689
C3 -3.46323 0.59066 -1.61547  0.335
H4 -4.29025 0.17807 4.02615  0.530
H5 -3.13066 -5.03810 -2.14382  0.312
H6 6.18348 -2.93674 0.36276  0.359
C4 -0.68117 2.35534 -3.51573  -0.560
C5 5.63767 -1.92855 4.89985  -1.087
S1 -1.06200 -2.63144 1.61080  -0.576
Ti1 0.99175 -1.05815 0.56137  0.427
H7 -0.38769 -2.54515 -4.29594  0.404
C6 4.23059 -1.46259 4.56533  -0.171
C7 -0.20358 -3.63823 0.51766  0.875
S2 2.34007 -0.56433 -1.14883  -0.776
H8 -3.62108 4.79283 1.99706  0.363
S3 2.63120 -2.44675 1.86045  -0.985
H9 0.27710 3.08118 -5.30474  0.335
C8 -2.63257 -4.08510 -2.28028  -0.814
C9 2.27448 2.49541 0.79015  1.142
H10 3.60645 -2.31017 4.27148  0.183
C10 -3.81679 1.88562 -1.21607  0.181
H11 2.05298 -3.05521 -1.78052  0.401
H12 1.12076 3.71688 2.13059  0.357
C11 -2.19621 -1.84245 -1.51369  0.943
H13 2.94909 5.23852 2.68929  0.394
O1 4.25830 -0.50228 3.53091  -0.341
C12 1.78037 2.65048 -2.28248  -0.356
H14 -5.45174 0.40975 -4.36565  0.385
C13 -4.05730 0.08573 -2.76935  -0.863
C14 6.22390 -1.01813 -0.63461  -0.884
H15 3.73612 1.42861 -0.34404  0.226
N1 0.64581 -2.98408 -0.29763  0.858
C15 3.56299 2.27252 0.31083  -0.529
C16 -1.72902 1.97830 1.74532  -0.339
H16 1.92887 -5.54003 -2.04750  0.423
H17 0.34846 -6.80796 -0.55693  0.365
H18 -6.49216 -0.89130 3.48796  0.346
C17 -4.51057 -0.20007 3.03377  -0.409
H19 3.76135 -0.98544 5.43012  0.282
P1 -2.35487 -0.38089 -0.41559  1.660
H20 5.61021 -2.65632 5.71837  0.381
H21 -0.03756 4.11265 -0.23082  0.594
C18 -2.75436 2.83393 2.13856  -0.417
C19 1.30914 -5.03057 -1.32222  -1.113
C20 4.61647 3.11126 0.66260  -0.845
C21 0.42969 -5.72827 -0.48514  -0.310
C22 -5.95099 -1.30339 1.45221  -0.907
H22 5.60703 2.90520 0.27305  0.429
C23 -5.72342 -0.80402 2.72891  -0.813
C24 -1.83635 4.58435 0.80817  -1.096
H23 -6.08209 2.68441 -3.60808  0.347
O2 5.40876 -1.51671 1.59307  -0.368
C25 -3.53036 -0.08745 2.06212  -0.200
S4 0.99528 0.45288 2.46096  -0.657
C26 -0.69152 2.41735 0.89677  0.460
C27 4.40642 4.19654 1.49823  -0.748
H24 5.22276 4.86139 1.75647  0.337
C28 -4.99289 0.83619 -3.48048  -0.626
O3 -1.99481 0.69894 4.03966  -0.867
H25 -3.49769 2.46068 2.83326  0.347
H26 2.75406 2.78612 -1.83357  0.282
H27 7.10771 -0.59369 -0.15113  0.296
C29 1.38736 -3.66873 -1.18836  -0.549
P2 3.90155 -0.77278 1.93682  0.630
P3 0.82915 1.42117 0.30054  3.139
H28 -6.90445 -1.75653 1.20647  0.408
C30 -4.95550 -1.22130 0.48681  -0.571
C31 -0.32876 -5.04155 0.42462  -0.948
C32 3.13275 4.41118 2.01300  -0.672
H29 4.59471 -2.33175 -0.12847  -0.184
S5 -1.81042 0.35106 2.58541  1.126
H30 6.26376 -1.08523 5.19992  0.269
C33 -1.75757 -3.90393 -3.34296  -0.659
C34 -2.81837 4.13740 1.67835  -0.736
C35 1.62197 2.98238 -3.62544  -0.689
H31 6.52317 -1.48529 -1.57916  0.390
C36 -2.85464 -3.05626 -1.37217  -0.789
C37 -0.49901 2.02531 -2.17867  0.755
H32 -5.14304 -1.59669 -0.51273  0.541
H33 -1.66049 2.23547 -3.96850  0.443
H34 -1.86051 5.60016 0.42923  0.371
H35 6.08823 -2.39365 4.02240  0.203
H36 -1.34879 1.67582 -1.61917  -0.365
C38 -4.74108 2.63688 -1.92397  -0.657
H37 2.47464 3.35251 -4.18518  0.392
H38 5.52202 -0.21160 -0.85930  0.015
C39 0.72338 2.14721 -1.52160  -0.194
C40 -1.09297 -2.69260 -3.48727  -0.844
C41 -5.34624 2.10842 -3.05912  -0.727
H39 -4.99193 3.63416 -1.58242  0.460
H40 -1.57364 -4.71295 -4.04039  0.311
H41 -3.35497 2.31589 -0.33323  -0.006
C42 -3.72538 -0.65036 0.79273  0.204
C43 -0.80542 3.73510 0.43170  -0.507
C44 0.39344 2.83101 -4.25597  -0.798
H42 -3.50741 -3.21612 -0.52351  0.489
C45 5.56483 -2.03753 0.28234  0.144

Here is C18H26N2O5Tl as an isolated structure from OMol25. Energies are from wB97M-V/def2-TZVPD.

Output
Total charge: +1
Calculated total energy: -1359.5145 hartree
E_HOMO: -11.79 eV
M: 554.80 g/mol
Maximum force: 0.379 eV/A

Last column: Mulliken charge in e.
Positions of all 52 atoms, in Å:
C1 -3.15115 3.73884 0.14728  -1.630
N1 -0.27913 -0.36974 2.07096  0.550
C2 -4.48043 2.99165 -1.86774  -1.587
H1 0.68166 -3.46057 4.01575  0.414
H2 0.89445 1.30924 1.61809  0.294
C3 -1.59252 -0.69565 2.62748  -1.109
C4 2.00690 -2.39185 1.11922  0.600
C5 -0.09840 1.08204 2.00580  -1.018
H3 -2.15920 3.96463 0.54266  0.359
C6 1.69797 -4.69790 2.58420  -0.719
C7 3.16287 -0.84922 -0.35360  0.485
H4 0.42034 -1.19173 3.87937  0.488
H5 -2.24705 3.96131 -3.20812  0.408
O1 1.74080 -2.36593 -2.09135  -0.475
H6 2.82372 1.25164 -0.44250  0.369
C8 0.79316 -1.00778 2.86818  -1.695
H7 -5.05295 3.92031 -1.85146  0.405
O2 2.07538 -1.18853 0.40135  -0.094
O3 2.55252 -2.10557 -4.17490  -0.485
H8 2.68764 -3.05971 -4.11481  0.381
H9 1.57724 -5.60092 3.16888  0.413
O4 4.19832 -1.43466 -0.38574  -0.523
O5 1.61019 0.33856 -1.79495  -0.334
C9 2.33520 -4.74121 1.35407  -0.847
H10 2.42997 0.32477 -3.71144  0.328
C10 2.49720 -3.57912 0.60852  -0.685
C11 2.86533 0.41327 -1.13720  -0.834
C12 -2.34307 4.30477 -2.17681  -1.623
H11 -5.00549 2.24987 -1.26416  0.384
H12 -0.83837 1.51720 1.33374  0.108
Tl1 -0.57487 -1.38351 -0.58686  1.049
H13 -1.72362 -1.77981 2.66370  0.349
H14 -2.91890 5.23134 -2.17434  0.409
H15 -1.71842 -0.29785 3.64169  0.389
C13 1.19957 -3.49226 3.06033  -0.884
H16 -3.75305 4.64728 0.19117  0.458
N2 -1.70075 1.02031 -1.37877  -0.359
C14 -2.30315 2.00058 -1.34489  -0.434
H17 1.62393 -0.30917 2.97147  0.472
H18 2.99552 -3.60175 -0.35079  0.466
H19 -1.34647 4.51649 -1.78371  0.373
H20 -3.62055 2.98524 0.78163  0.346
C15 1.32316 -2.31785 2.32741  1.518
H21 -2.38019 -0.27321 1.99510  0.277
H22 -4.43336 2.63261 -2.89687  0.396
H23 0.70942 -0.05732 -3.55239  0.322
H24 2.72070 -5.67730 0.96572  0.418
C16 1.99875 -1.67359 -3.04634  0.744
H25 -0.20148 1.55512 2.99184  0.364
C17 -3.07191 3.26610 -1.31207  2.148
H26 3.68295 0.57009 -1.83584  0.437
C18 1.68964 -0.18957 -3.09794  -0.587

Here is an isolated ion of composition C7H11FOP and charge +1 at a distorted geometry from OMol25. Energies are from wB97M-V/def2-TZVPD.

Output
Total charge: +1
Energy above the lowest of the compared OMol25 structures with the same formula, charge and spin: 223.4 kJ/mol
Calculated total energy: -789.3652 hartree
E_HOMO: -13.68 eV
M: 161.14 g/mol
Maximum force: 5.311 eV/A

Last column: Mulliken charge in e.
Positions of all 21 atoms, in Å:
C1 0.09420 1.59522 -0.00472  0.084
H1 -0.11370 1.45304 2.03717  0.493
H2 1.64681 -0.57599 1.14115  0.273
C2 0.48647 1.08371 1.28005  -1.026
H3 1.95512 0.45161 -2.01387  0.339
C3 0.30498 -1.78826 3.54049  0.176
H4 -2.16391 0.56347 -2.56753  0.351
C4 -1.13788 0.32895 -2.78783  -0.957
O1 1.34115 -0.21479 -1.75095  -0.592
H5 -0.50784 1.14696 -3.42021  0.321
H6 1.44152 1.46147 1.38582  0.421
H7 -1.20665 -1.47415 0.16038  0.441
C5 0.40130 -1.19644 2.49990  -1.399
H8 -0.38496 2.56302 -0.04566  0.458
F1 -1.92060 0.79420 -0.41185  -0.542
H9 0.14829 -2.08665 4.53412  0.498
H10 -1.13374 -0.55132 -3.26360  0.420
H11 0.47132 -1.93647 -0.30383  0.450
C6 0.60580 -0.57221 1.21368  0.707
C7 -0.16603 -1.20224 0.00536  -0.870
P1 -0.16162 0.15685 -1.22808  0.955